Formula: H14O7
Source: the OMol25 dataset
Level of theory: ωB97M-V with the def2-TZVPD basis set

Geometry as XYZ:
```
21
Properties=species:S:1:pos:R:3:nbo_charge:R:1
O 0.552 3.136 -0.982 -0.96
H 0.125 2.291 -0.840 0.48
H -0.120 3.676 -1.399 0.48
O -1.237 1.212 1.736 -0.95
H -0.890 1.479 2.588 0.48
H -2.183 1.159 1.869 0.49
O 0.093 -3.642 -1.350 -0.93
H 0.805 -4.247 -1.142 0.46
H 0.510 -2.781 -1.380 0.47
O -0.284 -1.022 -3.102 -0.96
H -0.500 -0.650 -2.247 0.49
H 0.629 -0.773 -3.248 0.46
O -0.785 -1.952 1.696 -0.94
H -0.634 -1.455 2.500 0.47
H -0.102 -2.622 1.695 0.48
O -0.426 0.046 -0.500 -1.01
H -0.534 0.672 0.216 0.49
H -0.349 -0.804 -0.066 0.50
O 2.103 1.878 1.327 -0.94
H 1.681 2.276 0.565 0.49
H 1.546 2.125 2.066 0.45
```

Properties
E_tot: -535.060747 Eh
Orbital gap: 10.57 eV
Energy relative to the best compared isomer or geometry (same formula, charge and spin): 1.7169 eV
HOMO energy: -10.722 eV
SMILES: O.O.O.O.O.O.O


Formula: H14O7
Source: the OMol25 dataset
Level of theory: ωB97M-V with the def2-TZVPD basis set

Geometry as XYZ:
```
21
Properties=species:S:1:pos:R:3:nbo_charge:R:1
H -0.196 -1.366 -0.194 0.46
H -1.258 -0.310 0.065 0.46
H -1.642 -1.540 -2.762 0.46
H -3.082 -1.985 -2.566 0.45
H -2.112 2.881 0.397 0.48
H -1.291 1.615 0.581 0.46
H -2.750 -0.887 2.506 0.46
H -4.074 -1.150 3.206 0.47
H 4.673 1.425 1.308 0.47
H 3.523 0.451 1.105 0.46
H 4.211 -3.243 -0.803 0.47
H 3.381 -2.593 0.292 0.46
H 0.987 4.424 -1.514 0.47
H 0.391 3.163 -2.117 0.47
O -0.852 -0.821 -0.644 -0.92
O -2.286 -1.749 -2.076 -0.92
O -2.189 1.957 0.661 -0.94
O -3.595 -1.335 2.390 -0.93
O 4.057 0.864 1.793 -0.93
O 3.371 -3.323 -0.337 -0.93
O 0.733 3.521 -1.291 -0.94
```

Properties
E_tot: -535.018090 Eh
Orbital gap: 10.71 eV
Energy relative to the best compared isomer or geometry (same formula, charge and spin): 2.8776 eV
HOMO energy: -10.548 eV
SMILES: O.O.O.O.O.O.O


Formula: H14O7
Source: the OMol25 dataset
Level of theory: ωB97M-V with the def2-TZVPD basis set

Geometry as XYZ:
```
21
Properties=species:S:1:pos:R:3:nbo_charge:R:1
O -2.407 -0.073 -0.941 -0.95
H -1.983 0.736 -1.307 0.50
H -3.234 0.244 -0.644 0.49
O 0.756 1.810 -0.050 -0.98
H -0.050 1.279 -0.067 0.46
H 1.305 1.410 0.627 0.47
O 0.030 0.699 3.323 -0.99
H -0.343 0.136 2.601 0.49
H 0.926 0.796 2.936 0.47
O 1.381 -1.490 -0.925 -0.96
H 1.322 -1.884 -1.788 0.49
H 2.246 -1.743 -0.544 0.47
O 2.272 0.874 1.775 -0.93
H 2.999 1.252 2.236 0.50
H 2.588 0.188 1.239 0.48
O -1.677 -0.794 -3.509 -0.97
H -2.433 -0.500 -4.023 0.47
H -1.835 -0.793 -2.582 0.48
O -0.622 -0.536 0.892 -1.00
H -1.283 -0.483 0.224 0.49
H 0.041 -1.126 0.525 0.49
```

Properties
E_tot: -535.046634 Eh
Orbital gap: 9.81 eV
Energy relative to the best compared isomer or geometry (same formula, charge and spin): 2.1009 eV
HOMO energy: -9.814 eV
SMILES: O.O.O.O.O.O.O


Formula: H14O7
Source: the OMol25 dataset
Level of theory: ωB97M-V with the def2-TZVPD basis set

Geometry as XYZ:
```
21
Properties=species:S:1:pos:R:3:nbo_charge:R:1
H 0.499 0.102 0.015 0.44
H 0.051 1.554 -0.015 0.47
H 1.896 -1.570 0.115 0.45
H 2.244 -2.342 -1.148 0.47
H -1.675 -1.803 1.672 0.45
H -0.377 -1.402 0.991 0.45
H -3.216 -2.150 0.799 0.44
H -3.999 -3.442 0.636 0.47
H 3.754 0.996 -0.432 0.48
H 2.587 1.176 -1.390 0.48
H 1.329 3.440 0.080 0.47
H 0.881 4.870 0.333 0.46
H -2.159 0.061 -0.103 0.45
H -2.921 0.391 -1.376 0.47
O 0.199 0.793 -0.587 -0.90
O 2.642 -1.951 -0.362 -0.93
O -0.818 -2.153 1.403 -0.90
O -3.272 -2.940 0.250 -0.91
O 2.902 1.439 -0.518 -0.95
O 1.613 4.264 0.492 -0.93
O -2.159 0.666 -0.853 -0.92
```

Properties
E_tot: -535.009838 Eh
Orbital gap: 10.67 eV
Energy relative to the best compared isomer or geometry (same formula, charge and spin): 3.1022 eV
HOMO energy: -10.825 eV
SMILES: O.O.O.O.O.O.O


Formula: H14O7
Source: the OMol25 dataset
Level of theory: ωB97M-V with the def2-TZVPD basis set

Geometry as XYZ:
```
21
Properties=species:S:1:pos:R:3:nbo_charge:R:1
H -0.707 1.735 -0.109 0.46
H -0.077 0.518 0.522 0.48
H 3.794 0.988 2.180 0.48
H 5.068 0.211 1.752 0.47
H 4.315 1.431 -0.502 0.50
H 3.037 0.461 -0.672 0.47
H -2.074 -2.729 -1.757 0.47
H -1.587 -4.041 -1.232 0.46
H -4.058 4.247 -0.589 0.46
H -4.820 3.948 0.554 0.46
H -2.887 -2.336 1.962 0.49
H -2.294 -3.856 1.708 0.47
H 1.134 0.225 -1.720 0.49
H 2.079 -0.922 -1.344 0.48
O -0.899 0.900 0.207 -0.94
O 4.486 0.868 1.483 -0.95
O 3.553 1.115 -1.087 -0.99
O -1.377 -3.332 -1.930 -0.93
O -4.968 4.307 -0.258 -0.91
O -3.069 -3.324 1.833 -0.96
O 1.349 -0.414 -1.003 -0.95
```

Properties
E_tot: -535.020332 Eh
Orbital gap: 11.18 eV
Energy relative to the best compared isomer or geometry (same formula, charge and spin): 2.8166 eV
HOMO energy: -10.956 eV
SMILES: O.O.O.O.O.O.O


Formula: H14O7
Source: the OMol25 dataset
Level of theory: ωB97M-V with the def2-TZVPD basis set

Geometry as XYZ:
```
21
Properties=species:S:1:pos:R:3:nbo_charge:R:1
O -1.824 -1.171 -1.146 -0.97
O -0.026 0.401 1.483 -0.99
O -0.407 -2.558 0.833 -0.97
O 0.709 0.222 -1.679 -0.98
H -1.779 -1.916 -1.753 0.48
H -0.949 -0.754 -1.180 0.49
H -0.328 -0.493 1.660 0.51
H -0.457 0.785 0.716 0.49
H -0.038 -3.152 0.174 0.47
H -1.256 -2.276 0.448 0.49
H 1.333 -0.493 -1.484 0.49
H 1.264 0.940 -1.334 0.51
O -0.717 1.870 4.117 -0.95
O 2.401 1.461 0.482 -0.97
O -0.876 0.060 -4.069 -0.96
H 2.038 1.133 1.311 0.50
H 3.349 1.523 0.644 0.47
H 0.046 2.063 4.673 0.46
H -0.343 1.658 3.253 0.49
H -1.772 0.340 -3.853 0.46
H -0.370 0.359 -3.295 0.49
```

Properties
E_tot: -535.079162 Eh
Orbital gap: 11.25 eV
Energy relative to the best compared isomer or geometry (same formula, charge and spin): 1.2158 eV
HOMO energy: -11.060 eV
SMILES: O.O.O.O.O.O.O